3 unconnected molecules or ions with the total composition C21H22F5N2O7, computed with ωB97M-V/def2-TZVPD.

Summary:
Net charge ... +1
DFT total energy ... -53009.9783 eV
Highest occupied orbital energy ... -0.3909 hartree

Each line ends with the Mulliken charge.
CARTESIAN COORDINATES (ANGSTROEM)
O (-3.44, -2.97, -1.38)  -0.28
C (0.48, 3.10, -0.86)  -0.51
F (4.24, 4.67, 6.19)  -0.26
H (6.00, 5.05, 4.39)  0.32
H (4.74, 2.57, 3.23)  0.34
C (-6.90, -8.07, -2.56)  0.57
H (-3.57, -5.11, -3.13)  0.27
C (-8.26, -7.28, -0.99)  -0.43
H (-5.42, -3.49, -1.31)  0.31
H (2.65, 4.98, 0.41)  0.32
H (-1.75, 2.24, -1.30)  0.28
H (3.84, 5.47, 2.17)  0.13
C (5.58, 4.26, 1.16)  0.16
C (3.03, 4.12, -0.28)  -0.60
F (-4.20, -4.98, -0.74)  -0.29
C (-4.45, -3.93, -1.56)  0.38
C (4.98, 5.25, 2.35)  -0.52
N (6.83, 2.27, -1.02)  -0.62
C (7.17, 3.74, 1.12)  -0.21
C (4.61, 3.71, -0.08)  0.30
C (1.08, 0.29, 0.74)  -0.60
H (-1.45, -1.24, 0.99)  0.32
F (2.98, 5.91, 4.54)  -0.24
N (7.56, 2.80, 0.00)  0.22
O (-6.32, -8.85, -3.31)  -0.53
C (3.76, 4.67, 4.76)  0.76
H (4.71, 2.27, -2.02)  0.39
C (-4.31, -4.33, -2.99)  -0.30
C (-1.65, -0.52, 0.09)  -0.86
O (-6.55, -6.76, -2.40)  -0.21
H (-7.79, -7.41, -0.01)  0.30
O (-2.68, -1.34, -2.79)  -0.55
H (1.28, -0.73, 1.33)  0.24
C (-7.66, -6.16, -1.77)  0.32
H (0.27, 4.13, -1.41)  0.21
H (-5.26, -4.65, -3.42)  0.18
H (-8.32, -5.73, -2.53)  0.28
H (8.58, 2.49, 0.04)  0.32
C (-0.72, 1.97, -0.80)  -0.51
H (-9.34, -7.15, -0.85)  0.29
O (-7.98, -8.40, -1.79)  -0.30
C (2.27, 1.46, 0.65)  -0.19
H (7.90, 4.12, 1.95)  0.38
H (5.53, 6.30, 2.29)  0.39
C (5.10, 4.52, 3.82)  -0.12
F (2.83, 3.50, 4.66)  -0.26
C (-3.27, -2.39, -2.60)  0.62
O (5.43, 3.09, 3.75)  -0.50
H (-1.61, -1.13, -0.91)  0.15
C (1.97, 2.86, -0.14)  0.47
F (-7.21, -5.19, -0.95)  -0.28
H (3.30, 1.26, 1.20)  0.15
H (2.93, 4.51, -1.40)  0.40
C (-0.39, 0.57, 0.01)  0.58
O (-3.86, -3.13, -3.59)  -0.33
H (-2.66, 0.09, 0.18)  0.30
C (5.40, 2.68, -1.14)  -0.16